A 2-piece molecular cluster, C3H12N3 overall in a non-equilibrium geometry, computed with the ωB97M-V functional and the def2-TZVPD basis.

```
18
Properties=species:S:1:pos:R:3:forces:R:3
C 0.4444 -1.8080 -0.7430 -0.30 1.72 0.87
C -1.9794 -1.1038 -0.4117 -1.30 -1.75 -1.16
C -0.5510 -0.7999 -0.3118 -0.39 2.32 1.62
N 2.2019 1.8386 0.6685 0.43 -2.45 2.34
N -0.2143 0.3730 0.1914 0.77 -0.55 -0.98
N -0.8894 1.5320 0.5433 -2.03 -0.46 -0.25
H -0.0173 -2.5601 -1.2929 -0.57 -1.10 -1.20
H 0.8821 -2.2421 0.0993 0.54 -0.94 1.69
H 1.2586 -1.3406 -1.2066 1.11 0.54 -1.25
H -2.4670 -1.5478 0.4861 0.63 0.60 -0.18
H -2.0913 -1.9505 -1.1696 -0.08 1.39 0.75
H -2.5391 -0.2229 -0.7385 -0.15 -0.32 0.02
H 2.6449 2.5392 1.2189 -0.22 1.46 -0.12
H 2.1166 2.0221 -0.2979 0.92 0.43 -1.05
H 0.7397 0.7649 0.2315 0.60 -1.14 0.18
H -1.9361 1.5377 0.3779 1.97 -0.06 0.94
H -0.4401 1.9170 1.3961 -0.98 -0.26 -0.81
H 2.8368 1.0515 0.9590 -0.92 0.58 -1.40
```
Positions in Å, forces in eV/Å.

Properties
Total charge: +1
ΔE to the lowest compared entry with this formula, charge and spin (eV): 2.484
Total energy (eV): -7768.146
Largest force on an atom (Eh/bohr): 0.0665

What are the Mulliken partial charges on each atom? They are as follows, in elementary charge units:
1 C -1.482
2 C -1.286
3 C 1.331
4 N -0.885
5 N 0.295
6 N -0.619
7 H 0.401
8 H 0.385
9 H 0.441
10 H 0.288
11 H 0.330
12 H 0.420
13 H 0.225
14 H 0.205
15 H 0.224
16 H 0.242
17 H 0.258
18 H 0.228